The following is a quantum chemistry calculation of one molecule with the formula C4H7NO, from the OMol25 dataset.

Gap between HOMO and LUMO (alpha / beta)   8.03 / 7.79 eV
ΔE to the lowest compared entry with this formula, charge and spin   136.8 kcal per mole
Strongest force on any atom   0.80 eV Å⁻¹
Total charge   0

```
13
Properties=species:S:1:pos:R:3:nbo_charge:R:1
C -1.21 -0.68 -0.09 -0.5383
C -0.78 0.71 -0.45 -0.1091
O 0.28 1.15 0.42 -0.5146
C 1.54 0.72 0.04 -0.1622
C 1.69 -0.77 -0.15 0.2368
N 0.77 -1.56 -0.20 -0.5520
H -1.85 -1.14 -0.85 0.1919
H -0.09 -2.10 -0.18 0.4839
H -1.64 -0.76 0.91 0.1959
H -1.56 1.46 -0.33 0.1888
H -0.44 0.75 -1.50 0.1638
H 2.24 1.03 0.82 0.2215
H 1.88 1.19 -0.91 0.1936
```

---

The following is a quantum chemistry calculation of a 2-piece molecular cluster, C3H9N3 overall at a distorted geometry, from the OMol25 dataset.

Gap between HOMO and LUMO (alpha / beta)   8.86 / 8.78 eV
ΔE to the lowest compared entry with this formula, charge and spin   185.3 kcal per mole
Strongest force on any atom   4.65 eV Å⁻¹
Total charge   0

```
15
Properties=species:S:1:pos:R:3:nbo_charge:R:1
C -0.36 -0.49 1.98 -0.5231
C -0.96 -0.56 -1.55 -0.4528
C 1.01 1.25 -0.13 -0.4740
N 1.00 -1.20 -0.10 -0.0038
N 0.40 -0.96 -1.30 -0.1695
N 1.40 -0.10 -0.82 -0.1527
H -0.16 -1.42 2.40 0.1763
H 0.24 0.28 2.34 0.1568
H -1.39 -0.16 1.61 0.1745
H -1.04 0.57 -1.42 0.1988
H -1.26 -0.65 -2.62 0.2211
H -1.58 -1.09 -0.80 0.2222
H 0.07 1.10 0.47 0.1996
H 1.76 1.37 0.69 0.2217
H 0.86 2.06 -0.76 0.2049
```